[1]
Molecular formula: C2H4Cl2N2O
Method: DFT, ωB97M-V/def2-TZVPD

Structure (ORCA input):
```
! wB97M-V def2-TZVPD RIJCOSX def2/J DEFGRID3
* xyz 0 1
C 1.66442 -1.55726 0.21795
C 0.46187 -0.89200 -0.22010
N -1.85123 1.15020 -0.02444
N -0.58340 1.44063 -0.13745
O 2.22976 -1.86087 1.20056
Cl 2.78381 -1.56429 -1.35625
Cl -0.05771 2.48091 1.07798
H 0.33940 -0.48704 -1.23149
H -0.44033 -0.94111 0.31645
H -2.18616 0.52210 -0.64915
H -2.36044 1.70872 0.80593
*
```

Its LUMO energy (alpha / beta) is -0.07 / -1.80 eV.

***

[2]
Molecular formula: C2H4Cl2N3S
Method: DFT, ωB97M-V/def2-TZVPD

Structure (ORCA input):
```
! wB97M-V def2-TZVPD RIJCOSX def2/J DEFGRID3
* xyz 1 1
C 1.20330 0.83798 0.03856
C -1.20345 0.72750 0.35368
N 1.52063 -0.46603 0.50405
N -0.32432 -1.07841 -1.02949
N -0.04780 1.26921 -0.06528
S 0.61456 -1.75983 -0.01124
Cl 2.44577 2.00366 -0.27412
Cl -2.67942 1.43735 -0.09055
H -1.10069 -0.08028 1.08610
H 2.47156 -0.75046 0.89529
H -0.98063 -1.77553 -1.41072
H -0.01720 2.14492 -0.48731
*
```

Its LUMO energy (alpha / beta) is -5.35 / -4.89 eV.

***

[3]
Molecular formula: C2H4Cl3OP
Method: DFT, ωB97M-V/def2-TZVPD

Structure (ORCA input):
```
! wB97M-V def2-TZVPD RIJCOSX def2/J DEFGRID3
* xyz 0 1
C -1.44768 -0.18987 -0.18533
C -0.20299 0.54172 0.34914
O 1.43274 -0.42000 -1.73909
P 1.31895 -0.32050 -0.28913
Cl 0.06993 2.21212 0.10248
Cl 1.26518 -2.12233 0.39292
Cl 2.91800 0.47860 0.58132
H -1.54168 0.19171 -1.21646
H -2.28910 0.18125 0.21900
H -1.32857 -1.16856 -0.04048
H -0.19478 0.61586 1.82562
*
```

Its LUMO energy is 0.34 eV.

***

[4]
Molecular formula: C2H4Cl4
Method: DFT, ωB97M-V/def2-TZVPD

Structure (ORCA input):
```
! wB97M-V def2-TZVPD RIJCOSX def2/J DEFGRID3
* xyz 0 1
C 1.29435 1.43234 0.72178
Cl -0.12583 0.93543 -0.27544
Cl 2.69909 1.94411 -0.27696
H 0.98538 2.28806 1.32211
H 1.70307 0.59577 1.28850
C -1.30530 -1.27682 -0.57047
Cl -1.14474 -2.28368 -2.04432
Cl -1.71796 -2.31944 0.86093
H -0.33672 -0.82691 -0.35251
H -2.05134 -0.48886 -0.67362
*
```

Its LUMO energy is 0.44 eV.

***

[5]
Molecular formula: C2H4Cl6Si2
Method: DFT, ωB97M-V/def2-TZVPD

Structure (ORCA input):
```
! wB97M-V def2-TZVPD RIJCOSX def2/J DEFGRID3
* xyz 0 1
Cl -3.72040 -0.21409 -0.57600
Cl -2.39866 2.91923 0.10959
Cl -1.96460 0.18373 2.15533
Cl 3.43908 -1.72297 1.25536
Cl 1.01700 -2.76186 -1.03860
Cl 2.90264 -0.36132 -1.83428
C -0.48891 0.35581 -0.52468
C 0.74366 0.28397 0.49746
Si -2.06910 0.80157 0.24799
Si 1.94541 -1.00812 -0.09970
H -0.70502 -0.67666 -0.83826
H -0.51151 1.05814 -1.38444
H 0.42369 -0.02423 1.54288
H 1.38672 1.16681 0.48735
*
```

The SMILES is Cl[Si](Cl)(Cl)CC[Si](Cl)(Cl)Cl. Its LUMO energy is 0.14 eV.

***

[6]
Molecular formula: C2H4ClF
Method: DFT, ωB97M-V/def2-TZVPD

Structure (ORCA input):
```
! wB97M-V def2-TZVPD RIJCOSX def2/J DEFGRID3
* xyz 0 1
C 1.07043 -0.04058 0.55351
C 0.26323 -0.73206 -0.45469
H 0.45779 -0.09339 1.49984
H 2.09051 -0.53764 0.76398
H 0.57555 -0.51366 -1.54781
H 0.27586 -1.80169 -0.25771
F 1.53409 1.29344 0.41554
Cl -1.48285 -0.23875 -0.28183
*
```

The SMILES is FCCCl. Its LUMO energy is 0.95 eV.

***

[7]
Molecular formula: C2H4ClFS
Method: DFT, ωB97M-V/def2-TZVPD

Structure (ORCA input):
```
! wB97M-V def2-TZVPD RIJCOSX def2/J DEFGRID3
* xyz 0 1
C 0.55330 -0.02161 0.66458
C -0.81612 0.31341 0.09173
H 0.94466 -0.54519 -1.73132
H 0.45718 -0.63455 1.48595
H 1.19173 0.88374 0.89511
H -1.49250 0.87778 0.70677
F -0.48406 0.93253 -1.11479
S 1.57924 -0.83475 -0.58611
Cl -1.93343 -0.97136 -0.41191
*
```

The SMILES is F[C@@H](Cl)CS. Its LUMO energy is 0.87 eV.

***

[8]
Molecular formula: C2H4ClIO2S
Method: DFT, ωB97M-V/def2-TZVPD

Structure (ORCA input):
```
! wB97M-V def2-TZVPD RIJCOSX def2/J DEFGRID3
* xyz 0 1
C -1.56120 -0.34958 -0.24182
C 0.78430 0.88089 0.61858
O 0.61013 -1.73383 0.32219
O 0.64242 -0.33911 -1.71799
S 0.23965 -0.53793 -0.36536
Cl 0.63742 2.37141 -0.08714
I 3.57734 -0.12156 0.44327
H -1.84231 0.62118 -0.62829
H -2.00603 -1.13640 -0.83721
H -1.83776 -0.46552 0.79842
H 0.75603 0.81043 1.69536
*
```

Its LUMO energy (alpha / beta) is -2.00 / -2.56 eV.

***

Respective relative energy (zero: lowest compared OMol25 entry of this formula, charge and spin) values: 475.9; 0.0; 152.9; 135.3; 75.6; 69.0; 57.0; 148.4 kJ/mol.